Entry 1:
A molecular structure, C12H28EuNO3P2 in a non-equilibrium geometry, computed with the ωB97M-V functional and the def2-TZVPD basis.

Positions of all 47 atoms, in Å:
C1 1.6650 -0.4518 -3.2848
C2 1.0366 0.0556 -2.1834
N1 1.0645 -0.6545 -1.0750
C3 1.6168 -1.8340 -0.9252
C4 2.2395 -2.4009 -1.9987
C5 2.2761 -1.7076 -3.2113
C6 0.2758 1.3960 -2.2202
P1 0.1066 2.2683 -0.5804
Eu1 -0.1648 0.2187 0.7418
P2 0.1505 -2.1192 1.5553
C7 1.6183 -2.4897 0.4793
O1 -2.7804 1.3455 -3.0457
O2 -3.6382 0.9205 -0.4955
H1 1.6779 0.1220 -4.2177
H2 2.7146 -3.3856 -1.9007
H3 2.7732 -2.1365 -4.0842
C8 1.5934 3.1357 -0.2617
C9 -1.2413 3.3463 -0.6532
H4 1.7238 -3.5762 0.3966
H5 2.4932 -2.0956 1.0328
H6 -0.7802 1.2272 -2.5610
H7 0.7517 2.0855 -2.9292
C10 0.6450 -2.2834 3.2141
C11 -1.1306 -3.2263 1.1599
H8 -2.7892 0.4348 -0.2785
H9 -3.8094 1.4535 0.2912
H10 -3.2109 1.3207 -2.1583
H11 -2.9407 0.4655 -3.3981
H12 1.3524 0.5727 1.5705
H13 -1.5948 -0.2885 -0.1403
H14 1.6901 3.9259 -1.0055
H15 1.5536 3.5855 0.7511
H16 2.4804 2.4774 -0.2893
H17 -1.0632 4.0748 -1.4460
H18 -2.1920 2.8073 -0.8466
H19 -1.3404 3.8612 0.3168
H20 -0.8074 -4.2307 1.4267
H21 -2.0432 -2.9653 1.7356
H22 -1.4013 -3.1805 0.0899
H23 0.9002 -3.3278 3.3937
H24 1.5065 -1.6320 3.4638
H25 -0.1862 -1.9847 3.8776
C12 -0.5626 0.9848 3.9804
O3 -0.3875 0.6722 2.6891
H26 0.3626 0.7873 4.5525
H27 -1.3800 0.3764 4.4034
H28 -0.8237 2.0494 4.0684

## Properties
- ΔE to the lowest compared entry with this formula, charge and spin (eV) = 5.424
- molecular weight (g/mol) = 448.27
- 2S+1 = 7
- frontier orbital gap (alpha / beta) (eV) = 4.403 / 6.034
- E (a.u.) = -2147.1196
- net charge = 0


Entry 2:
A molecular structure, C12H28F6N2O4SbTi in a non-equilibrium geometry, computed with the ωB97M-V functional and the def2-TZVPD basis.

Positions of all 54 atoms, in Å:
Ti1 0.5271 -0.3096 0.1919
C1 -0.1096 -2.6235 -1.1272
C2 1.3544 -2.3376 -1.5520
O1 2.0110 -1.2398 -0.8010
C3 2.9693 -1.4795 0.3055
C4 3.1414 -0.1897 1.1577
O2 1.8898 0.5849 1.3581
C5 1.1807 0.6618 2.6603
C6 -0.3057 1.0836 2.4552
O3 -0.9332 0.5434 1.2267
C7 -2.0123 -0.4695 1.2637
C8 -2.0663 -1.3480 -0.0454
O4 -0.8224 -1.3560 -0.8474
H1 -0.1558 -3.2357 -0.2296
H2 -0.6165 -3.1302 -1.9478
H3 1.4182 -2.0181 -2.5893
H4 1.9308 -3.2523 -1.4148
H5 3.9343 -1.7406 -0.1276
H6 2.5972 -2.3118 0.8954
H7 3.8191 0.5145 0.6827
H8 3.5313 -0.4870 2.1307
H9 1.6686 1.4238 3.2665
H10 1.2652 -0.3084 3.1396
H11 -0.4061 2.1618 2.3583
H12 -0.8682 0.7328 3.3202
H13 -2.9544 0.0664 1.3584
H14 -1.8336 -1.0933 2.1362
H15 -2.8389 -0.9918 -0.7196
H16 -2.2689 -2.3725 0.2642
F1 0.4187 -1.7411 1.4630
Sb1 0.3993 -3.3354 2.9201
F2 2.0075 -2.4809 3.3957
F3 1.3383 -4.1754 1.5246
F4 0.3765 -4.6870 4.1601
F5 -1.1975 -3.7163 2.0078
F6 -0.5197 -2.0036 3.8773
C9 -2.2996 2.4935 -1.1515
C10 -1.2127 2.6145 -2.2216
C11 -0.4465 3.9255 -2.0463
C12 -1.8379 2.5610 -3.6133
N1 -0.2798 1.4818 -2.1833
N2 0.7527 1.3750 -1.1985
H17 -2.9909 3.3346 -1.1980
H18 -1.8657 2.4840 -0.1488
H19 -2.8769 1.5776 -1.2979
H20 -1.1172 4.7619 -2.2391
H21 0.3881 3.9988 -2.7439
H22 -0.0824 4.0760 -1.0232
H23 -2.5914 3.3407 -3.7123
H24 -2.3353 1.6026 -3.7807
H25 -1.0840 2.7043 -4.3863
H26 -0.4006 0.6673 -2.7558
H27 0.7604 2.2827 -0.7263
H28 1.6502 1.3798 -1.6917

## Properties
- ΔE to the lowest compared entry with this formula, charge and spin (eV) = 4.107
- molecular weight (g/mol) = 547.98
- 2S+1 = 2
- frontier orbital gap (alpha / beta) (eV) = 8.047 / 8.512
- E (a.u.) = -2572.9614
- net charge = +2


Entry 3:
A molecular structure, C12H28F6N2O4SbTi in a non-equilibrium geometry, computed with the ωB97M-V functional and the def2-TZVPD basis.

Positions of all 54 atoms, in Å:
Ti1 -0.1435 -0.9448 0.0170
C1 -2.3103 -2.2317 1.4592
C2 -1.1938 -2.0874 2.4828
O1 0.1106 -1.9303 1.9055
C3 0.8976 -3.1026 1.6025
C4 0.4553 -3.8341 0.3384
O2 0.1917 -2.8219 -0.6427
C5 -0.1417 -3.1391 -1.9968
C6 -0.2100 -1.8022 -2.7407
O3 -0.8510 -0.7406 -1.9984
C7 -2.2840 -0.6845 -1.9298
C8 -2.8739 -1.5028 -0.7916
O4 -2.1579 -1.2291 0.4318
H1 -3.2748 -2.1027 1.9552
H2 -2.2974 -3.2154 0.9825
H3 -1.2179 -2.9592 3.1412
H4 -1.3437 -1.1990 3.0965
H5 0.8745 -3.7920 2.4488
H6 1.9102 -2.7164 1.4867
H7 -0.4462 -4.4346 0.4873
H8 1.2590 -4.4877 -0.0063
H9 -1.0845 -3.6928 -2.0198
H10 0.6363 -3.7537 -2.4546
H11 -0.7131 -1.9465 -3.6987
H12 0.7956 -1.4237 -2.9215
H13 -2.7234 -1.0307 -2.8684
H14 -2.5216 0.3722 -1.8100
H15 -2.8039 -2.5757 -0.9918
H16 -3.9273 -1.2471 -0.6614
F1 1.7933 -0.3459 -0.0306
Sb1 3.7251 0.3034 0.0794
F2 2.9219 1.2231 1.5371
F3 2.9274 1.7215 -0.9536
F4 5.4010 1.0580 0.2104
F5 3.9336 -0.6909 -1.4926
F6 3.9511 -1.2204 1.1394
C9 0.6667 4.2982 -1.2257
C10 0.1678 3.7615 0.1098
C11 -1.3424 3.9172 0.2603
C12 0.9204 4.4246 1.2880
N1 0.5563 2.3519 0.1607
N2 -0.0335 1.4465 0.9579
H17 0.4780 5.3688 -1.2767
H18 0.1481 3.8240 -2.0593
H19 1.7401 4.1443 -1.3396
H20 -1.5894 4.9713 0.1481
H21 -1.7182 3.6295 1.2452
H22 -1.8735 3.3665 -0.5176
H23 0.7241 5.4957 1.2510
H24 1.9950 4.2663 1.2081
H25 0.5727 4.0453 2.2495
H26 1.4405 2.0703 -0.3060
H27 -0.7612 1.8880 1.5177
H28 0.6441 0.9376 1.5361

## Properties
- ΔE to the lowest compared entry with this formula, charge and spin (eV) = 0.118
- molecular weight (g/mol) = 547.98
- 2S+1 = 4
- frontier orbital gap (alpha / beta) (eV) = 7.991 / 9.644
- E (a.u.) = -2572.9603
- net charge = +2


Entry 4:
A molecular structure, C12H28FeN6O6S in a non-equilibrium geometry, computed with the ωB97M-V functional and the def2-TZVPD basis.

Positions of all 54 atoms, in Å:
O1 -0.8115 -1.0830 -4.1828
H1 -0.0976 -1.2266 -4.8328
Fe1 0.5447 0.3465 -0.6732
N1 1.8219 -0.9545 -1.3859
N2 -0.4499 -1.4229 -0.7011
N3 1.2207 2.0136 -0.4227
N4 -0.9666 1.2218 -0.0174
O2 3.0609 -0.5522 -1.4533
O3 2.5360 2.2188 -0.7136
O4 -2.0794 0.6626 0.4445
O5 -1.6606 -1.6147 -0.2339
C1 0.1524 -2.5427 -1.1898
C2 1.4276 -2.2307 -1.7508
C3 0.4090 3.0620 -0.1693
C4 -0.9255 2.5743 0.0805
C5 2.1793 -3.1633 -2.6352
H2 1.6635 -3.1412 -3.6125
H3 2.1549 -4.1909 -2.2360
H4 3.2049 -2.8008 -2.7393
C6 -0.4840 -3.8770 -0.9374
H5 -1.4252 -4.0058 -1.4984
H6 -0.7118 -3.9900 0.1396
H7 0.1973 -4.6927 -1.2143
C7 0.8441 4.4915 -0.2274
C8 -2.0271 3.3032 0.7464
H8 1.1788 4.7360 -1.2555
H9 1.7030 4.5790 0.4507
H10 0.0276 5.1762 0.0811
H11 -2.9808 2.7798 0.7059
H12 -2.2048 4.3068 0.3390
H13 -1.8789 3.4828 1.8228
H14 2.8961 1.3145 -1.0093
H15 -1.9868 -0.3688 0.1519
C9 -2.7270 -0.8080 -3.8264
H16 -2.9308 -1.9035 -3.9291
H17 -2.4667 -0.0433 -4.4978
H18 -3.3029 -0.3491 -2.9838
O6 0.0422 0.7254 -2.4341
H19 -0.4151 -0.4338 -3.5471
H20 -0.2827 1.6569 -2.4973
C10 -0.9464 0.6703 4.0979
N5 -0.4255 0.1672 2.8353
C11 0.8495 -0.1926 2.6660
S1 1.6270 -0.4003 1.1209
N6 1.6289 -0.4483 3.7306
C12 1.1914 -1.1565 4.9424
H21 -0.2260 1.3398 4.5898
H22 -1.1915 -0.1594 4.7748
H23 -1.8662 1.2312 3.8956
H24 -0.9877 0.3515 1.9950
H25 2.5920 -0.6478 3.4605
H26 2.0164 -1.7831 5.2777
H27 0.9540 -0.4396 5.7229
H28 0.3347 -1.7885 4.7354

## Properties
- molecular weight (g/mol) = 440.30
- 2S+1 = 6
- frontier orbital gap (alpha / beta) (eV) = 4.627 / 7.252
- E (a.u.) = -2915.3096
- net charge = +1


Entry 5:
A molecular structure, C12H28N2O4Tl in a non-equilibrium geometry, computed with the ωB97M-V functional and the def2-TZVPD basis.

Positions of all 47 atoms, in Å:
Tl1 1.3302 1.5189 0.7129
C1 0.2871 -2.1182 -0.2003
C2 1.7781 -1.9827 0.0561
O1 2.1097 -0.9857 1.0075
C3 2.1358 -1.3663 2.3937
C4 0.7852 -1.2088 3.0708
O2 0.2072 0.0200 2.6400
C5 -1.1588 0.1998 2.9928
C6 -1.6916 1.4070 2.2524
O3 -1.3936 1.3870 0.8404
C7 -2.2388 0.6057 0.0243
C8 -1.7459 -0.8181 -0.1917
O4 -0.3382 -0.8424 -0.5394
H1 -0.1981 -2.5114 0.6907
H2 0.1190 -2.8343 -1.0102
H3 2.3228 -1.7392 -0.8593
H4 2.1253 -2.9627 0.3946
H5 2.8589 -0.6993 2.8607
H6 2.4916 -2.3907 2.5122
H7 0.9313 -1.2138 4.1536
H8 0.1100 -2.0401 2.8381
H9 -1.2693 0.3895 4.0645
H10 -1.7268 -0.7097 2.7690
H11 -1.2148 2.3103 2.6311
H12 -2.7673 1.4894 2.4179
H13 -2.3396 1.1445 -0.9307
H14 -3.2403 0.5425 0.4588
H15 -2.3297 -1.3073 -0.9801
H16 -1.8981 -1.3912 0.7203
C9 -0.2973 2.8308 -4.5152
C10 -0.6512 1.3401 -4.9005
C11 0.4611 0.6741 -5.6782
C12 -2.0309 1.3412 -5.6199
N1 -0.8594 0.7320 -3.6078
N2 -0.2154 -0.1934 -3.1199
H17 -0.2439 3.3655 -5.4645
H18 0.6690 2.8808 -4.0139
H19 -1.0670 3.3061 -3.9043
H20 0.6348 1.2439 -6.5899
H21 0.1979 -0.3439 -5.9884
H22 1.4113 0.6677 -5.1308
H23 -1.8796 1.8249 -6.5849
H24 -2.7835 1.9134 -5.0730
H25 -2.3866 0.3242 -5.7863
H26 -1.6548 1.0881 -3.0441
H27 0.5091 -0.5997 -3.7354
H28 -0.2824 -0.4796 -2.0478

## Properties
- molecular weight (g/mol) = 468.75
- frontier orbital gap (eV) = 4.968
- E (a.u.) = -1055.8214
- net charge = +3


Entry 6:
4 unconnected molecules or ions with the total composition C12H28N4O4 in a non-equilibrium geometry, computed with the ωB97M-V functional and the def2-TZVPD basis.

Positions of all 48 atoms, in Å:
C1 42.6946 26.6495 33.1295
N1 43.1229 26.6795 34.5465
C2 44.3344 25.8900 34.9482
C3 42.5668 27.4568 35.4592
O1 42.8221 27.4827 36.6862
H1 41.5857 26.7815 33.0576
H2 42.9934 25.6846 32.5803
H3 43.2158 27.4827 32.5246
H4 45.0370 26.5628 35.1099
H5 44.7106 25.2882 34.0985
H6 44.3865 25.2754 35.7534
H7 41.6750 27.7792 35.0042
C4 41.9789 32.1843 27.1219
N2 42.4619 30.9508 26.5478
C5 43.8236 30.6059 26.4077
C6 41.4716 30.0068 26.1227
O2 41.6521 28.8538 25.7082
H8 41.5643 32.0428 28.0732
H9 41.2549 32.6887 26.5282
H10 42.8571 32.9482 27.1679
H11 44.1422 29.8551 25.8722
H12 44.4584 30.6464 27.5108
H13 44.3389 31.4778 26.1423
H14 40.5922 30.4789 26.5339
C7 40.4546 33.1574 32.2933
N3 41.5508 32.4346 31.6036
C8 41.2660 30.9490 31.5446
C9 42.4697 33.1005 30.9848
O3 43.3016 32.4187 30.3134
H15 40.6384 34.1927 32.4901
H16 40.5601 32.8866 33.5065
H17 39.4255 33.1357 31.9080
H18 42.1897 30.5227 32.1395
H19 41.3597 30.5529 30.4862
H20 40.3384 30.7701 32.1093
H21 42.3202 34.2142 30.9242
C10 43.4081 28.1767 29.6189
N4 44.4890 28.2779 30.4875
C11 45.1756 26.9644 30.5586
C12 44.9883 29.4145 31.0175
O4 45.9907 29.4848 31.6926
H22 43.8143 27.7382 28.5311
H23 42.8122 29.1689 29.4260
H24 42.6586 27.5578 30.1782
H25 44.6321 26.1952 29.9559
H26 45.3319 26.5219 31.5503
H27 46.1883 26.8094 30.1989
H28 44.3432 30.3045 30.6932

## Properties
- ΔE to the lowest compared entry with this formula, charge and spin (eV) = 7.343
- molecular weight (g/mol) = 292.38
- frontier orbital gap (eV) = 9.341
- E (a.u.) = -993.8225
- net charge = 0